DFT (the ωB97M-V functional and the def2-TZVPD basis) results for an isolated molecule of C6H10O at a distorted geometry.

Relative energy (zero: lowest compared OMol25 entry of this formula, charge and spin): 80.0 kcal/mol
Total energy: -8427.77113 eV
Total charge: 0
SMILES: C/C=C/CCC=O
Gap between HOMO and LUMO: 8.719 eV

XYZ file:
```
17
Properties=species:S:1:pos:R:3:nbo_charge:R:1
C 1.2140 -1.9782 -0.3228 -0.643
C 0.1117 -1.4293 0.5212 -0.256
C -0.8409 -0.6590 -0.0071 -0.186
C -1.3707 0.5195 0.6742 -0.372
C 0.2924 1.0934 0.0979 -0.423
C -0.2386 2.2446 -0.6041 0.384
O -0.4544 2.2514 -1.7986 -0.556
H 2.1256 -1.3442 -0.2817 0.200
H 0.9171 -2.0160 -1.3764 0.215
H 1.5070 -2.9730 0.0055 0.219
H 0.2734 -1.3815 1.6013 0.187
H -0.9757 -0.5401 -1.0828 0.212
H -2.2938 0.9711 0.2467 0.227
H -1.4830 0.4979 1.7717 0.219
H 0.9873 0.5352 -0.5865 0.232
H 0.8093 1.1888 1.0484 0.236
H -0.5807 3.0194 0.0929 0.104
```